The following is a DFT calculation (the ωB97M-V functional and the def2-TZVPD basis) of a 8-piece molecular cluster, C39H101N7O12 overall.

Geometry as XYZ:
```
159
Properties=species:S:1:pos:R:3:forces:R:3:mulliken_charge:R:1
C 0.7073 1.9199 -0.0500 -0.282 0.742 -0.578 -0.72
O 0.5957 0.6698 -0.6167 -0.517 -1.818 0.443 -0.29
C 1.7945 -0.0593 -0.4163 -0.678 -0.648 -1.320 -0.84
C 1.5685 -1.5097 -0.9341 -0.426 -0.105 0.489 0.34
C 0.5753 -2.3232 -0.0555 -0.849 0.828 -0.956 -1.35
N 2.8406 -2.2172 -0.9735 0.266 0.790 0.387 -0.70
H -0.2513 2.4299 -0.1454 -0.003 -0.013 0.063 0.24
H 1.4283 2.4275 -0.6906 0.393 0.821 0.580 0.30
H 0.9823 1.8588 1.0030 0.255 0.252 0.097 0.30
H 2.5407 0.4616 -1.0162 0.566 -0.300 -0.075 0.46
H 2.1198 -0.0312 0.6236 -0.090 -0.146 0.339 0.39
H 1.2231 -1.4382 -1.9655 -0.418 0.102 0.076 0.26
H -0.4241 -1.8990 -0.1527 -0.083 0.328 0.332 0.33
H 0.8340 -2.3811 1.0018 0.246 0.116 -0.055 0.30
H 0.4153 -3.3287 -0.4445 0.504 -0.174 -0.048 0.42
H 3.1109 -2.0865 -0.0091 0.986 -0.579 0.262 0.29
H 2.6375 -3.2012 -1.0765 0.148 -0.202 -0.035 0.26
C -9.8909 6.7468 2.9086 0.540 1.040 0.544 -0.76
O -8.6334 7.3482 3.2301 0.412 -0.096 -0.415 -0.31
C -7.8124 7.6346 2.0731 -1.054 -0.146 0.600 -0.78
C -6.5046 8.3345 2.4771 -1.090 -0.737 0.770 0.31
C -5.6059 7.3793 3.2850 -0.291 0.234 -1.187 -1.26
N -6.7402 9.4774 3.3537 -0.361 0.444 0.076 -0.77
H -9.7374 5.7622 2.4668 -0.303 0.000 -0.101 0.28
H -10.4812 7.4354 2.3041 0.087 -0.185 -0.734 0.31
H -10.4766 6.7237 3.8276 0.318 -0.528 0.187 0.25
H -7.6457 6.7224 1.5002 0.304 -0.338 0.066 0.39
H -8.4066 8.2645 1.4110 -0.017 0.432 -0.147 0.40
H -6.0955 8.6256 1.5096 0.571 0.226 0.223 0.36
H -6.1186 7.0531 4.1899 0.081 0.183 0.038 0.27
H -4.6741 7.9011 3.5028 -0.005 -0.294 0.154 0.37
H -5.4485 6.5008 2.6592 0.390 -0.149 0.170 0.34
H -7.3240 9.1329 4.1024 0.259 -0.431 0.608 0.31
H -7.4005 10.1467 2.9847 0.162 0.342 -0.854 0.27
C 1.8066 -2.0712 -9.6475 0.096 0.307 -0.909 -0.74
O 1.7015 -2.9157 -10.7909 1.755 0.498 0.178 -0.32
C 0.3989 -3.2907 -11.0830 -0.382 -0.040 0.792 -0.74
C 0.3376 -4.1451 -12.3271 -1.400 -1.242 -0.499 0.65
C 0.7704 -3.4205 -13.6024 0.121 -0.178 0.888 -1.33
N -1.0716 -4.6245 -12.5459 -0.015 0.918 -0.041 -0.69
H 1.3210 -1.1258 -9.8895 -0.348 0.163 0.265 0.32
H 2.8509 -1.8136 -9.4710 0.062 -0.392 -0.156 0.25
H 1.3918 -2.4950 -8.7329 -0.203 -0.237 -0.038 0.29
H 0.1068 -3.8319 -10.1831 -0.915 -0.483 -0.094 0.35
H -0.2367 -2.4090 -11.1649 -0.306 0.162 -0.244 0.35
H 0.9273 -5.0480 -12.1689 0.669 0.207 0.051 0.18
H 0.7274 -4.1210 -14.4364 0.050 0.180 -0.114 0.38
H 1.7890 -3.0599 -13.4592 0.014 -0.004 -0.217 0.31
H 0.1104 -2.5692 -13.7691 -0.026 -0.043 -0.148 0.34
H -1.2045 -5.0824 -13.4363 0.306 0.119 -0.077 0.21
H -1.5095 -5.2158 -11.8539 0.522 0.066 0.364 0.20
C -12.2602 -3.3799 -2.4363 1.072 0.684 -1.169 -0.78
O -11.2440 -2.6394 -1.7882 -0.690 -0.567 2.466 -0.28
C -11.1212 -3.1127 -0.4103 1.844 -0.044 -1.264 -0.45
C -10.1664 -2.2179 0.3968 -0.845 1.155 -0.272 -0.72
N -9.1438 -1.5394 -0.3987 0.298 -1.373 -0.709 -0.24
C -8.2111 -0.6898 0.2920 0.379 0.328 0.165 -0.65
C -7.2001 -0.0084 -0.6577 -0.870 -0.585 -0.800 -0.60
O -7.9254 0.8841 -1.4829 -0.501 -0.178 0.088 -0.31
C -7.1832 1.4574 -2.5153 -0.165 1.073 -0.175 -0.77
H -13.2509 -3.2417 -2.0033 -0.066 0.194 -0.107 0.30
H -12.0443 -4.4434 -2.5390 0.166 -0.262 0.457 0.31
H -12.1102 -2.9725 -3.4361 -1.095 -0.149 -0.299 0.25
H -10.6520 -4.0927 -0.4974 -0.097 -0.348 0.059 0.30
H -12.0687 -3.2365 0.1143 -0.238 0.268 -0.199 0.37
H -9.7851 -2.7978 1.2373 0.509 -0.095 -0.217 0.34
H -10.8155 -1.4793 0.8672 -0.156 0.485 0.331 0.33
H -9.5566 -1.0241 -1.1631 -0.219 -0.151 -0.030 0.21
H -7.6449 -1.2705 1.0203 0.011 -0.089 0.104 0.37
H -8.7945 0.0573 0.8302 0.324 0.607 0.380 0.37
H -6.7842 -0.7349 -1.3559 0.211 -0.597 0.260 0.33
H -6.3496 0.4951 -0.1980 -0.140 0.134 0.577 0.45
H -6.6809 0.8172 -3.2405 -0.004 -0.765 0.317 0.31
H -6.4396 2.1326 -2.0919 0.283 0.160 -0.047 0.31
H -7.8825 2.0503 -3.1048 -0.010 0.118 0.086 0.24
C 5.0099 7.4723 -5.1644 -1.359 0.203 -1.431 -0.80
O 5.5519 6.6909 -4.1730 1.636 0.058 0.095 -0.26
C 6.5541 5.8356 -4.7276 -0.343 -0.893 1.883 -0.56
C 6.8969 4.8418 -3.6407 0.920 -0.391 0.539 -0.61
N 7.8564 5.2227 -2.5870 0.592 -1.316 0.077 -0.32
C 8.1998 4.0615 -1.7001 -0.054 0.664 -0.576 -0.42
C 9.1180 4.4137 -0.5371 -0.488 0.377 0.450 -0.72
O 8.5316 5.2180 0.4920 -0.459 -0.253 0.912 -0.38
C 7.4570 4.5653 1.1978 -0.223 -0.099 -1.209 -0.71
H 5.7143 7.9410 -5.8516 0.462 0.300 0.329 0.31
H 4.3002 8.2118 -4.7934 0.311 0.033 0.383 0.26
H 4.4269 6.8173 -5.8119 -0.357 -0.124 -0.363 0.31
H 7.5016 6.2660 -5.0518 -0.227 0.873 -0.130 0.35
H 6.1490 5.2273 -5.5362 -0.284 0.225 -0.339 0.35
H 7.3947 4.0435 -4.1911 0.048 -0.396 0.130 0.34
H 5.9896 4.4249 -3.2035 -0.354 -0.021 -0.080 0.33
H 7.7084 6.0772 -2.0693 -0.524 -0.164 0.001 0.26
H 8.6672 3.2446 -2.2499 0.721 0.423 -0.656 0.35
H 7.3552 3.4608 -1.3627 -0.828 0.559 0.535 0.33
H 9.9763 5.0083 -0.8502 -0.016 -0.169 -0.257 0.32
H 9.4658 3.4942 -0.0662 0.158 -0.263 -0.118 0.43
H 7.5865 3.4848 1.2608 0.289 -0.195 -0.191 0.31
H 6.5587 4.7515 0.6091 -0.334 -0.161 0.155 0.25
H 7.2485 4.8734 2.2223 0.708 0.727 -0.135 0.27
C -1.3179 -3.7900 11.2444 -0.372 -1.349 -0.056 -0.75
O -1.1065 -4.3050 9.9153 -0.039 -0.077 0.324 -0.30
C -0.5380 -5.6270 9.8870 0.913 0.408 -0.869 -0.58
C -0.0582 -6.0726 8.4514 -1.716 0.174 1.302 -0.70
N -1.1883 -6.5607 7.6043 1.691 -0.125 0.980 -0.35
C -0.6635 -7.0615 6.3461 -1.985 -0.176 -1.796 -0.59
C -1.8485 -7.5238 5.3882 0.017 1.022 0.879 -0.63
O -2.6458 -6.3988 5.0298 0.225 0.752 0.418 -0.31
C -3.8304 -6.7155 4.2759 2.108 0.409 0.501 -0.68
H -1.9653 -4.4686 11.7997 -0.227 -0.334 0.018 0.31
H -1.8634 -2.8467 11.2742 0.452 0.120 -0.673 0.27
H -0.4104 -3.7607 11.8474 0.376 0.341 -0.294 0.30
H -1.1692 -6.4023 10.3214 -0.513 0.130 -0.094 0.35
H 0.3768 -5.6331 10.4795 0.199 0.205 0.304 0.37
H 0.6404 -6.8810 8.6668 -0.060 -0.221 -0.304 0.40
H 0.5016 -5.2565 7.9945 0.072 0.189 -0.125 0.36
H -1.8040 -5.7691 7.4843 -0.184 -0.034 -0.494 0.24
H 0.0138 -7.9114 6.4295 -0.163 -0.159 0.642 0.40
H -0.0872 -6.3223 5.7896 0.080 0.398 -0.157 0.33
H -2.5405 -8.1896 5.9040 0.377 -0.571 0.253 0.36
H -1.4674 -7.9884 4.4787 0.229 -0.222 -0.062 0.41
H -3.4071 -7.2937 3.4546 -0.989 -0.437 -0.390 0.30
H -4.1857 -5.7514 3.9120 -0.282 -0.240 0.041 0.22
H -4.5425 -7.2242 4.9257 -0.205 -0.203 -0.353 0.27
C 3.8821 -8.1469 -0.2963 0.342 1.568 -0.281 -0.78
O 4.9706 -7.1461 -0.0918 -1.197 -2.440 -0.373 -0.28
C 6.2412 -7.8157 -0.1229 0.453 1.582 -0.417 -0.57
C 7.3196 -6.6996 0.0515 -0.701 -1.617 0.452 -0.73
N 7.1569 -6.2140 1.4057 0.256 -0.421 0.344 -0.36
C 8.0698 -5.1298 1.7281 -1.120 1.123 1.001 -0.70
C 7.7820 -4.5025 3.1729 -0.362 -0.911 -1.564 -0.62
O 6.4000 -4.1144 3.2441 1.429 -0.169 0.508 -0.24
C 6.0641 -3.7106 4.5682 -1.054 -0.204 -0.832 -0.76
H 3.8695 -8.5826 -1.2954 0.627 0.094 -0.248 0.31
H 2.9456 -7.5909 -0.2535 0.112 0.076 0.369 0.25
H 3.8455 -8.9871 0.3972 0.442 0.289 0.444 0.30
H 6.4141 -8.2847 -1.0915 -0.229 -0.265 -0.158 0.41
H 6.2825 -8.5496 0.6819 0.224 -0.025 0.049 0.35
H 7.1642 -5.9267 -0.7012 -0.059 0.176 -0.286 0.36
H 8.3035 -7.1407 -0.1083 0.130 -0.009 0.091 0.42
H 6.2071 -5.8726 1.3674 -0.192 0.330 0.784 0.28
H 7.8678 -4.3977 0.9463 0.605 0.858 0.115 0.39
H 9.1071 -5.4585 1.6649 -0.019 -0.062 0.080 0.37
H 8.4255 -3.6644 3.4407 0.155 0.298 -0.488 0.42
H 8.0068 -5.2623 3.9214 -0.241 -0.353 0.101 0.36
H 4.9761 -3.6858 4.5055 -0.047 0.162 0.533 0.22
H 6.4215 -2.7186 4.8442 0.289 0.106 -0.173 0.28
H 6.3648 -4.4299 5.3300 0.138 -0.176 -0.051 0.32
C 2.9749 10.3555 2.6168 0.004 -0.643 1.144 -1.28
C 2.9887 11.4202 1.5465 -1.097 -0.340 -0.490 0.47
C 2.2495 10.9328 0.3071 0.271 -0.522 -0.619 -1.25
O 2.4153 12.6240 2.0719 0.658 0.214 -0.245 -0.55
H 1.9854 9.9499 2.8274 -0.556 0.565 -0.146 0.34
H 3.3267 10.7789 3.5576 0.136 0.006 0.003 0.32
H 3.4917 9.4061 2.4764 0.685 0.332 -0.625 0.39
H 3.9957 11.6660 1.2094 0.074 0.212 0.426 0.24
H 2.7835 10.0807 -0.1134 0.262 -0.163 0.068 0.35
H 2.2242 11.6485 -0.5147 -0.162 0.306 0.274 0.32
H 1.2545 10.5272 0.4900 -0.201 0.379 0.282 0.33
H 1.5067 12.4916 2.3522 -0.072 -0.346 -0.075 0.33
```
Forces are in eV/Å.

The strongest force on any atom is 2.74 eV/A. The energy above the lowest of the compared OMol25 structures with the same formula, charge and spin is 2.426 eV. Its HOMO energy is -8.37 eV. Its SMILES is COC[C@H](C)N.COC[C@H](C)N.COC[C@H](C)N.COCCNCCOC.COCCNCCOC.COCCNCCOC.COCCNCCOC.CC(C)O. Its total energy is -77071.10720 eV. The calculation puts the LUMO energy at 0.5 eV. Its HOMO-LUMO gap is 8.837 eV.